The following is a quantum chemistry calculation of a molecular structure, C39H31GeN2O4Pd at a distorted geometry, from the Open Molecules 2025 dataset.

## Properties
Strongest force on any atom ... 1.0 eV/Å
Net charge ... -1
HOMO-LUMO gap ... 6.566 eV
E_HOMO ... -5.32 eV
Spin multiplicity ... 1
LUMO level ... 1.2 eV
ΔE to the lowest compared entry with this formula, charge and spin ... 0.0 kcal per mole

Structure (XYZ):
```
78
Properties=species:S:1:pos:R:3:forces:R:3:mulliken_charge:R:1
Pd 0.03922 -0.33327 -0.25389 0.55 -0.03 0.86 -0.43
O 2.99672 -4.05160 4.89718 0.00 -0.03 -0.34 -0.71
C 3.33602 -4.21128 3.70756 0.34 -0.34 0.36 0.16
O 4.19541 -4.96307 3.19495 -0.25 0.28 0.09 -0.73
C 2.58946 -3.33055 2.70246 -0.17 0.15 -0.23 0.29
C 3.25184 -2.80872 1.59155 0.03 -0.10 0.07 -0.92
C 2.56788 -2.00467 0.70646 -0.09 0.02 -0.03 -1.31
N 1.27370 -1.72141 0.86519 0.06 -0.02 0.05 1.96
C 0.60932 -2.23321 1.90800 0.03 -0.04 -0.15 0.73
C 1.23690 -3.02914 2.84673 0.05 -0.05 0.11 -0.65
C -0.87384 -1.90282 2.00379 -0.14 0.23 -0.21 -0.08
O -1.55449 -2.42809 2.86107 0.01 0.05 -0.04 -0.74
O -1.33065 -1.04319 1.12349 0.14 -0.32 -0.01 -0.30
H 4.29470 -3.05304 1.43927 -0.02 -0.03 -0.01 0.49
H 3.04370 -1.56617 -0.16556 0.01 0.03 0.03 0.45
H 0.67380 -3.40894 3.68804 0.03 0.02 0.01 0.59
Ge -1.48319 1.26426 -1.13203 -0.41 0.22 -0.48 1.13
C -2.37438 2.30341 0.26141 -0.11 0.00 0.20 0.18
C -2.87355 1.70908 1.42322 0.02 0.05 -0.04 0.01
C -3.55825 2.46940 2.36324 0.02 0.02 -0.02 -0.85
C -3.74694 3.83060 2.16080 0.02 -0.01 0.01 -0.42
C -3.24298 4.43483 1.01659 0.04 -0.03 -0.05 -0.66
C -2.56022 3.67333 0.07476 -0.10 -0.03 0.03 -0.32
C -2.91360 0.37886 -2.14661 -0.08 -0.20 0.09 -0.73
C -3.08654 0.57311 -3.51441 0.00 0.02 -0.02 -0.06
C -4.05242 -0.13585 -4.22257 0.01 0.02 0.02 -0.63
C -4.86193 -1.05073 -3.56623 0.01 0.00 0.03 -0.44
C -4.70828 -1.25212 -2.19863 0.02 0.03 -0.03 -0.52
C -3.74009 -0.54668 -1.49813 -0.01 0.07 0.00 0.17
H -0.93503 2.33665 -2.11260 0.15 -0.11 0.04 -0.39
H -2.70213 0.65358 1.60546 -0.02 0.03 -0.01 0.22
H -3.94031 1.99588 3.25995 0.01 0.00 -0.01 0.45
H -4.28351 4.42054 2.89435 0.01 0.00 0.00 0.38
H -3.38046 5.49822 0.85731 0.00 -0.02 0.00 0.39
H -2.16726 4.15462 -0.81620 -0.02 -0.01 0.02 0.36
H -2.45932 1.28724 -4.03888 0.00 -0.04 0.00 0.34
H -4.16732 0.02284 -5.28850 0.00 0.01 0.02 0.39
H -5.60765 -1.61026 -4.11790 0.00 0.01 0.01 0.36
H -5.33845 -1.96608 -1.68099 0.02 0.02 -0.01 0.42
H -3.61515 -0.72397 -0.43272 0.01 0.00 -0.04 0.35
N 1.47318 0.52908 -1.34042 -0.10 0.12 0.20 -0.39
C 2.00680 1.45093 -0.64784 -0.03 -0.17 -0.30 0.13
C 3.09594 2.28962 -1.24664 -0.11 0.04 0.12 0.07
C 4.08885 2.85923 -0.45557 0.01 0.03 0.01 -0.09
C 5.06358 3.66626 -1.02723 -0.02 -0.02 0.00 -0.85
C 5.04132 3.92394 -2.39100 0.02 -0.02 0.01 -0.40
C 4.04310 3.36944 -3.18294 -0.01 -0.04 0.03 -0.67
C 3.07743 2.55309 -2.61380 0.03 -0.01 -0.05 -0.31
C 1.51646 1.82084 0.73267 0.11 0.19 -0.05 -0.68
C 0.66489 2.91932 0.86977 0.06 0.00 -0.01 0.28
C 0.16466 3.27599 2.11038 0.09 0.00 0.06 -0.62
C 0.52787 2.54833 3.23712 0.01 0.03 -0.02 -0.58
C 1.40083 1.47701 3.11966 -0.01 -0.03 -0.02 -0.84
C 1.90120 1.11788 1.87353 0.00 0.01 0.04 0.23
H 4.09965 2.66847 0.61141 -0.02 0.02 -0.01 0.40
H 5.83419 4.10324 -0.40379 0.00 -0.03 -0.02 0.39
H 5.80109 4.55487 -2.83624 -0.03 0.01 0.01 0.38
H 4.01102 3.58311 -4.24469 0.02 -0.02 0.02 0.38
H 2.28925 2.11321 -3.21226 0.02 0.01 0.02 0.38
H 0.38928 3.48851 -0.01094 0.00 -0.01 0.00 0.56
H -0.51583 4.11429 2.19554 -0.02 -0.04 0.00 0.48
H 0.13509 2.82195 4.20851 -0.02 -0.02 -0.02 0.40
H 1.69115 0.90828 3.99431 0.01 0.01 -0.02 0.48
H 2.60261 0.29945 1.79260 -0.02 -0.02 0.01 0.67
C -0.27635 -1.67220 -1.81540 -0.06 0.46 0.44 -1.07
C -0.32993 -3.04338 -1.29228 -0.04 0.18 -0.21 0.52
C -1.50780 -3.53340 -0.73183 -0.08 -0.10 0.12 0.05
C -1.53704 -4.79270 -0.15385 0.03 0.08 -0.06 -0.77
C -0.39203 -5.57832 -0.15309 0.04 -0.07 0.04 -0.52
C 0.77423 -5.12047 -0.75533 -0.06 0.03 0.00 -0.67
C 0.79674 -3.86204 -1.33133 0.14 -0.07 0.04 -0.32
H -1.21613 -1.26814 -2.15699 -0.07 -0.30 -0.47 0.74
H 0.59440 -1.39577 -2.39760 -0.07 -0.16 -0.28 0.54
H -2.38561 -2.90011 -0.71444 0.01 0.00 0.04 0.20
H -2.44280 -5.14942 0.31860 0.00 0.00 0.00 0.40
H -0.40242 -6.54884 0.32737 0.00 0.02 -0.01 0.38
H 1.66697 -5.73244 -0.74833 -0.01 0.00 -0.01 0.39
H 1.70341 -3.49071 -1.79461 0.02 0.01 0.05 0.39
```
Positions in Å, forces in eV/Å.

The following is a quantum chemistry calculation of a single C4H6O2 molecule, from the Open Molecules 2025 dataset.

## Properties
Strongest force on any atom ... 0.6 eV/Å
Net charge ... 0
HOMO-LUMO gap ... 9.270 eV
E_HOMO ... -8.79 eV
Spin multiplicity ... 1
LUMO level ... 0.5 eV
ΔE to the lowest compared entry with this formula, charge and spin ... 83.2 kcal per mole

Structure (XYZ):
```
12
Properties=species:S:1:pos:R:3:forces:R:3:mulliken_charge:R:1
C -0.90629 -1.72359 -1.07037 -0.18 -0.21 -0.14 -0.56
C 0.12981 -0.55989 0.64033 0.11 0.34 -0.45 -0.44
O -0.07395 -0.63026 -0.65121 0.03 0.04 0.53 -0.14
C 0.89848 0.73491 0.88792 0.02 -0.06 0.24 -0.12
C 0.09027 1.92881 0.41421 -0.21 0.19 0.13 0.02
O -0.45515 2.70663 1.15655 0.29 -0.33 -0.31 -0.45
H -1.87742 -1.30555 -1.34279 0.11 -0.10 0.00 0.25
H -1.00863 -2.42346 -0.23908 0.01 0.08 -0.15 0.36
H -0.44401 -2.19060 -1.94160 -0.02 0.08 0.13 0.23
H 1.09930 0.83958 1.95535 0.01 -0.01 -0.15 0.25
H 1.84330 0.70969 0.32538 -0.14 -0.04 0.03 0.28
H -0.00021 2.02747 -0.68646 -0.03 0.02 0.13 0.32
```
Positions in Å, forces in eV/Å.

The following is a quantum chemistry calculation of 2 unconnected molecules or ions with the total composition C11H19O4 at a distorted geometry, from the Open Molecules 2025 dataset.

## Properties
Strongest force on any atom ... 4.2 eV/Å
Net charge ... -1
HOMO-LUMO gap ... 3.579 eV
E_HOMO ... -0.98 eV
Spin multiplicity ... 1
LUMO level ... 2.6 eV

Structure (XYZ):
```
34
Properties=species:S:1:pos:R:3:forces:R:3:mulliken_charge:R:1
C 0.11047 3.36697 -0.05825 0.10 -1.58 0.31 -0.74
C 0.07190 1.76618 -0.36931 -0.36 0.92 0.73 -0.11
C -0.94102 1.38551 -1.54162 0.10 -0.41 0.39 -0.48
C -1.27533 -0.20905 -1.57309 -0.24 -0.20 -0.01 -0.08
C -0.67571 -0.91548 -2.86279 -2.48 0.37 -2.60 0.36
O -1.40554 -0.93770 -3.89177 2.58 -0.29 3.32 -0.57
O 0.61828 -1.48522 -2.97415 -1.21 1.50 0.46 -0.37
C 1.66385 -0.48219 -2.94228 1.66 0.51 -0.12 0.00
C 1.58252 0.60526 -4.11503 0.89 0.61 0.50 -0.90
H -0.94364 3.70431 0.23592 1.10 -0.45 0.07 -0.03
H 0.83541 3.43075 0.84405 -1.15 0.22 -0.98 0.05
H -0.26002 1.15399 0.56426 0.42 0.64 -1.55 -0.08
H 1.16041 1.47021 -0.56654 -1.49 0.10 -0.02 0.10
H -1.94251 1.90291 -1.34565 1.44 -0.56 -0.17 0.29
H -0.61061 1.72281 -2.58182 -0.31 -0.33 1.50 0.16
H -1.00893 -0.72661 -0.58598 0.11 0.83 -1.47 0.04
H -2.41880 -0.30656 -1.66433 1.82 -0.09 -0.21 0.31
H 1.76957 -0.00588 -1.90005 -0.58 -0.53 -1.62 -0.01
H 2.65197 -1.05043 -3.10768 -1.61 0.61 0.29 0.30
H 0.55299 1.06314 -4.26105 1.30 -0.84 0.09 0.26
H 2.26589 1.47418 -3.78445 -1.06 -1.24 -0.40 0.32
H 2.04377 0.23670 -5.10281 -1.07 0.28 1.46 0.28
O 1.25412 -1.38434 1.54469 -0.56 0.25 0.37 -0.55
C 0.50482 -1.28708 2.47864 0.84 0.12 -0.74 0.51
O -0.31472 -0.22153 2.69139 0.18 -0.40 -0.05 -0.38
C -0.98494 -0.38156 3.94556 -0.26 0.30 0.16 -0.45
C -0.94401 -1.86474 4.23451 -0.28 -0.42 0.42 -0.50
C 0.36391 -2.28408 3.59846 -0.47 -0.27 0.22 -0.42
H -0.45361 0.20407 4.70190 -0.01 -0.01 -0.05 0.27
H -2.00742 -0.00949 3.86438 0.19 0.14 -0.16 0.32
H -1.00995 -2.09851 5.29874 -0.04 0.09 -0.05 0.32
H -1.77555 -2.36437 3.72764 0.05 0.07 0.06 0.27
H 1.20613 -2.16982 4.28485 0.05 -0.07 -0.12 0.25
H 0.31628 -3.30234 3.21365 0.35 0.12 -0.03 0.27
```
Positions in Å, forces in eV/Å.